Computed, not measured: 10 unconnected molecules or ions with the total composition C32H44Br3F3N10O4, with ωB97M-V/def2-TZVPD.

Its gap between HOMO and LUMO is 7.12 eV. As for the max |F|: 10.25 eV Å⁻¹. The highest occupied orbital energy comes out at -7.94 eV. Its structure (SMILES) is C=CC[C@@]1(ON=O)OC(=O)C[C@@]1(CC[C@](F)(Br)C(F)(F)Br)[C@@H](Br)CC.CC#N.CC#N.CC#N.CC#N.CC#N.CC#N.CC#N.CC#N.CC#N.

```
96
Properties=species:S:1:pos:R:3:forces:R:3:lowdin_charge:R:1
C 4.11319 -0.81996 3.94966 -0.3 0.6 -1.5 -0.06
C 4.21622 -0.49248 2.50179 -0.3 -0.8 1.7 -0.13
C 3.24843 -1.13297 1.30810 2.3 -0.9 0.2 -0.07
C 1.94138 -0.13730 1.03234 3.3 -1.6 0.7 -0.31
O 2.42875 1.12820 1.65054 -2.2 -2.1 -0.3 -0.09
N 2.53216 2.10846 0.73533 -2.6 4.8 0.6 0.00
O 1.93191 3.11179 1.14913 2.6 -3.2 -1.5 0.05
O 2.02013 -0.01980 -0.46189 -2.5 -3.4 0.2 -0.05
C 1.33402 -1.26510 -0.93710 0.6 -1.9 -3.2 -0.17
O 1.60542 -1.94853 -2.07316 -1.7 5.2 7.6 -0.02
C 0.20867 -1.69619 0.22278 1.8 -0.9 -0.3 0.00
C 0.44621 -0.69079 1.53816 -0.3 1.6 -3.4 -0.25
C -0.49580 0.61774 1.16893 -0.4 0.9 0.9 -0.16
C -2.10832 0.33997 1.26729 -0.9 0.8 -0.3 -0.16
C -2.95815 1.77814 1.18440 0.5 -0.3 0.2 -0.59
F -2.57818 2.58823 -0.02469 -1.3 -2.3 2.7 -0.13
Br -2.54336 2.97483 2.78388 -0.2 -1.0 -1.6 0.75
C -4.60652 1.52315 1.27727 0.3 1.1 2.3 -0.64
F -5.22470 2.84103 1.55354 1.2 -4.0 -1.2 -0.10
F -4.85652 0.68642 2.50977 0.7 2.5 -3.8 -0.08
Br -5.34946 0.57917 -0.33583 0.6 1.2 1.9 0.76
C 0.33342 -1.34733 3.04482 2.0 -1.3 -0.9 -0.52
Br -0.45585 -0.05483 4.41241 0.5 -1.0 -1.1 0.65
C -0.36218 -2.83192 3.09516 -0.7 0.1 0.6 -0.28
C -1.92684 -2.88516 2.61027 0.1 -1.1 0.8 -0.12
H 3.57980 -0.02424 4.66137 2.8 -1.0 -1.2 0.08
H 4.47438 -1.81924 4.45974 -2.3 1.4 -1.5 0.06
H 5.02878 0.31807 2.17366 -3.0 -0.7 0.7 0.12
H 2.93031 -2.24478 1.51562 0.6 2.1 -0.2 0.13
H 3.92861 -1.11673 0.32729 -1.9 0.0 2.0 0.14
H 0.60184 -2.79373 0.47821 -1.5 2.2 -0.6 0.15
H -0.86345 -1.64711 -0.27710 2.3 -0.3 1.2 0.11
H -0.16109 1.48136 1.92167 -1.0 -1.8 -1.6 0.09
H -0.29369 1.05388 0.08694 -0.1 -1.2 2.2 0.14
H -2.45638 -0.16830 2.26214 0.8 1.1 -1.8 0.08
H -2.54729 -0.31757 0.38562 1.1 1.3 1.7 0.08
H 1.45830 -1.49974 3.41465 -2.5 0.5 -0.7 0.09
H 0.26684 -3.64080 2.51417 -1.1 2.0 1.1 0.06
H -0.35389 -3.16765 4.23879 0.1 0.8 -2.4 0.11
H -2.32552 -3.98923 2.82824 0.9 2.4 -0.5 0.09
H -2.54604 -2.18254 3.31716 1.1 -1.2 -1.7 0.07
H -2.10085 -2.70672 1.46562 0.4 -0.1 2.3 0.07
C -1.98095 -1.05918 -3.41225 -0.8 -0.5 1.1 -0.07
C -2.75037 -1.60614 -2.22097 -4.1 -3.0 6.3 -0.20
N -3.38868 -2.05993 -1.23274 5.1 3.6 -7.7 0.08
H -2.47485 -0.16171 -3.79479 0.1 -0.3 0.2 0.03
H -0.96103 -0.80379 -3.11192 -0.2 -0.1 0.0 0.06
H -1.94088 -1.80959 -4.20666 -0.1 0.1 0.2 0.09
C -0.88609 3.53933 -3.59140 -0.6 -1.0 -0.5 -0.09
C -1.35424 2.38768 -4.46594 -2.5 -6.1 -4.7 -0.17
N -1.74265 1.43227 -5.19141 3.1 7.7 5.6 0.08
H 0.11833 3.33409 -3.21093 -0.2 0.0 -0.2 0.08
H -0.86417 4.46462 -4.17365 -0.1 -0.4 0.2 0.02
H -1.56795 3.66667 -2.74601 0.0 -0.2 -0.1 0.06
C -3.75232 7.57636 2.86338 0.7 -0.8 0.6 -0.07
C -2.88439 6.60519 3.64686 4.8 -5.3 4.3 -0.21
N -2.16439 5.79949 4.29680 -5.8 6.5 -5.2 0.06
H -4.49975 8.02459 3.52381 0.2 -0.1 0.0 0.08
H -3.13242 8.36973 2.43683 0.0 -0.2 0.1 0.08
H -4.26351 7.04931 2.05299 0.2 0.0 0.2 0.07
C 1.08583 -2.23099 7.67007 0.6 -0.6 -0.8 -0.07
C 1.84444 -3.03787 6.62903 4.1 -4.3 -5.7 -0.19
N 2.47374 -3.70722 5.76536 -5.1 5.3 6.8 0.10
H 0.39417 -2.88046 8.21369 0.2 0.0 -0.2 0.08
H 1.78768 -1.78468 8.37991 0.0 -0.1 -0.2 0.08
H 0.51736 -1.43411 7.18259 0.1 -0.2 -0.1 0.04
C 3.92340 -0.86291 -3.95703 1.0 -0.8 -0.1 -0.07
C 5.14747 -1.76065 -4.03464 6.7 -4.8 -0.4 -0.19
N 6.16293 -2.50540 -4.09908 -8.1 5.9 0.5 0.09
H 3.11869 -1.37522 -3.42251 0.2 0.0 0.0 0.03
H 4.17146 0.06070 -3.42688 0.1 -0.2 -0.1 0.08
H 3.57928 -0.61368 -4.96465 0.2 -0.1 0.1 0.08
C -4.84790 3.88335 -1.87080 0.4 1.0 -0.6 -0.10
C -4.27925 5.07390 -2.62547 3.1 6.5 -4.1 -0.21
N -3.80747 6.06157 -3.25150 -3.7 -7.9 5.0 0.08
H -5.88523 4.08231 -1.58778 0.2 0.1 -0.1 0.08
H -4.81597 2.99156 -2.50274 0.0 0.2 0.0 0.06
H -4.26095 3.70017 -0.96650 -0.1 0.1 -0.2 0.04
C 4.36354 -4.80218 -5.77362 0.2 -0.9 -0.9 -0.10
C 4.51043 -5.84973 -6.86511 0.8 -5.8 -6.0 -0.21
N 4.63224 -6.71874 -7.77062 -1.0 7.0 7.2 0.07
H 3.97372 -5.26498 -4.86281 0.1 0.0 -0.2 0.08
H 5.33580 -4.35157 -5.55609 -0.2 -0.1 -0.1 0.04
H 3.67293 -4.01915 -6.09881 0.1 -0.2 -0.1 0.07
C 0.05213 5.17635 -7.79504 0.4 0.0 1.2 -0.07
C 0.51820 5.19327 -6.34840 2.6 0.1 7.8 -0.17
N 0.90484 5.20735 -5.14828 -2.8 0.1 -9.8 0.10
H 0.90103 4.98764 -8.45799 -0.1 0.0 0.2 0.08
H -0.69293 4.38879 -7.93750 0.1 0.1 0.2 0.08
H -0.39462 6.14025 -8.05416 0.1 -0.1 0.2 0.08
C 0.99683 -6.65013 4.66407 -0.5 0.3 -1.1 -0.08
C 0.47512 -6.21333 3.30491 -2.8 2.3 -7.4 -0.18
N 0.04230 -5.85102 2.17736 3.5 -3.0 9.0 0.10
H 2.08261 -6.77355 4.62450 -0.2 0.1 -0.1 0.08
H 0.75129 -5.89657 5.41741 0.1 0.0 -0.2 0.05
H 0.54049 -7.60176 4.95040 0.0 0.1 -0.2 0.08
```
Forces are in eV/Å.